Entry from the OMol25 dataset: a structure of composition C29H43Cl2F5LaN3O5Si at a distorted geometry (ωB97M-V/def2-TZVPD).

Largest force on an atom, eV Å⁻¹: 3.4
HOMO level, Eh: -0.234
Kohn-Sham gap, eV: 5.977
Lowest unoccupied orbital energy, eV: -0.38

Geometry as ORCA input:
```
! wB97M-V def2-TZVPD RIJCOSX def2/J DEFGRID3
* xyz 0 1
C 3.08570 -2.13011 -2.48681
C 3.24593 -3.04303 -1.30531
H 3.94150 -1.43933 -2.51158
H 2.16236 -1.54774 -2.43624
H 3.11402 -2.69272 -3.44260
C 4.36346 -3.79665 -1.13975
C 5.66748 -3.51662 -1.80779
H 4.37587 -4.68142 -0.50087
H 5.85334 -2.43284 -1.80971
H 5.70742 -3.91158 -2.83019
H 6.50677 -3.97848 -1.27018
La -0.76083 0.32574 -1.06424
Cl -1.41251 -2.25067 -0.76094
C -2.96161 -0.32650 1.28892
O -2.08943 0.50388 0.90661
N -3.16614 -0.60555 2.56586
C -2.35930 0.06498 3.60060
C -3.98758 -1.75144 2.95184
H -3.55403 -0.87444 0.52822
H -2.46163 1.15595 3.47548
H -1.29486 -0.21790 3.51464
H -2.75589 -0.24679 4.57120
H -4.92420 -1.76875 2.38303
H -4.22405 -1.67075 4.01637
H -3.47525 -2.70922 2.75982
H -4.81298 4.39304 1.00761
H -4.96664 5.73590 -0.68027
C -3.75721 4.14013 0.84913
C -4.13865 5.36539 -1.28862
N -3.46430 4.28872 -0.57230
H -3.56641 3.10801 1.15281
C -2.43495 3.65250 -1.16359
O -1.75790 2.74476 -0.62366
H -4.53045 4.99229 -2.24786
H -2.22412 3.98343 -2.20099
H -3.14331 4.83259 1.44641
H -3.43582 6.18404 -1.51121
H 2.65419 5.40134 -2.68916
H 3.75160 1.96260 -1.62349
C 2.69782 5.10233 -1.62334
C 3.62851 2.83785 -0.97807
N 2.50647 3.65627 -1.44827
H 1.91647 5.65920 -1.07618
C 1.31767 3.10665 -1.69048
O 1.09664 1.86099 -1.53366
H 3.46984 2.50719 0.05439
H 0.53724 3.81950 -2.01546
H 3.70708 5.33994 -1.25271
H 4.51504 3.47257 -1.01133
O 1.56730 -1.83982 0.11069
C 2.06009 -3.13074 -0.34891
C 3.51701 -3.98443 1.61730
C 2.35593 -4.07963 0.82225
H 4.28456 -3.23697 1.39237
C 3.64470 -4.82932 2.72821
H 1.18649 -3.50362 -0.91016
C 1.43471 -5.10053 1.03298
H 4.50623 -4.69227 3.38518
C 2.70940 -5.85609 2.94963
C 1.62300 -5.99199 2.09753
H 0.55901 -5.14741 0.36309
H 2.79107 -6.49197 3.82645
H 0.89088 -6.77498 2.21071
Si 2.03046 -1.13727 1.76470
Cl 3.90246 -0.53361 1.07633
C 2.84271 -1.53620 3.57179
C 0.64482 -2.09159 2.75556
C 1.22359 0.61904 1.68841
H 2.37082 -2.27800 4.24616
H 2.71226 -0.54130 4.04011
H 3.90043 -1.82734 3.55847
H 1.52714 1.13818 0.76334
H 1.64595 1.23812 2.49228
H 0.12612 0.59275 1.83826
H 0.93881 -3.14140 2.92188
H -0.32631 -2.05440 2.25824
H 0.51573 -1.60039 3.72915
F -6.85373 3.17673 -4.65814
C -5.74774 2.54270 -4.21020
C -5.69621 2.16710 -2.86393
F -6.71264 2.53136 -2.04055
C -4.58263 1.49661 -2.38843
F -4.51028 1.16345 -1.06886
C -3.45180 1.24212 -3.20931
O -2.35773 0.74981 -2.71887
C -3.53897 1.66412 -4.56407
F -2.44251 1.49740 -5.32458
C -4.67934 2.28982 -5.06237
F -4.77420 2.68670 -6.34877
*
```

Entry from the OMol25 dataset: a cluster of 30 separate species, H60O30 in total at a distorted geometry (ωB97M-V/def2-TZVPD).

Largest force on an atom, eV Å⁻¹: 4.0
HOMO level, Eh: -0.372
ΔE to the lowest compared entry with this formula, charge and spin, kcal/mol: 66.2
Kohn-Sham gap, eV: 9.647
Lowest unoccupied orbital energy, eV: -0.49

Geometry as ORCA input:
```
! wB97M-V def2-TZVPD RIJCOSX def2/J DEFGRID3
* xyz 0 1
O 1.35293 1.08243 -0.73091
O -0.26592 -1.72209 1.71746
O -1.36148 1.77572 -1.22139
O 2.22990 -0.79758 1.19020
O -2.82389 -1.57668 1.22508
O -1.67622 -0.38027 -3.18238
O -3.33367 1.22248 1.38997
O 0.02437 -3.96399 -0.02061
O -1.69841 3.67185 1.16739
O 3.10591 0.25935 -2.90088
O -3.21678 -2.50747 -1.47074
O 1.01599 -0.99677 -4.40661
O 2.41370 3.96701 -0.18448
O 2.95228 0.47184 3.87084
O 3.91539 -2.97297 0.09608
O 4.98143 0.04438 0.60193
O -4.38766 1.68921 -1.78135
O 2.68491 3.12098 -2.96256
O 4.26695 2.50585 1.34686
O -1.79869 3.44489 -3.51651
O -0.36131 -3.06344 4.26556
O -0.76586 -4.64172 -2.66344
O 2.44234 -4.54990 -1.83911
O 0.44604 5.44554 1.11061
O -5.50772 -0.60402 0.73278
O -1.17707 -5.15297 2.41119
O -3.22897 -3.28780 3.59735
O -5.07446 -1.09617 -2.76944
O -4.08917 1.07703 4.09603
O -2.43935 1.27657 -5.24677
H 1.73748 0.88440 -1.62162
H 0.37890 1.10468 -0.92042
H 0.67390 -1.50319 1.61941
H -0.34460 -2.00827 2.68848
H -1.47491 2.56234 -1.84629
H -1.10520 2.24322 -0.38380
H 2.89866 -1.39293 0.74837
H 2.10028 -0.10968 0.45812
H -3.06920 -1.72990 0.32883
H -1.87878 -1.61167 1.27369
H -1.64487 0.26372 -2.47000
H -2.04121 -1.18179 -2.80084
H -2.89335 0.37631 1.57083
H -3.75782 1.37893 2.24465
H -0.38470 -3.93068 -0.87634
H -0.16559 -3.17137 0.43865
H -1.03334 4.36452 1.32156
H -1.57968 3.02679 1.92828
H 4.06838 0.06038 -2.91903
H 2.65624 -0.33669 -3.52567
H -3.89984 -2.01926 -2.00247
H -3.26313 -3.40156 -1.82161
H 1.57429 -1.80988 -4.32203
H 0.22237 -1.20581 -3.91104
H 1.81744 3.35600 -0.74021
H 2.99853 3.31290 0.26721
H 3.85165 0.13145 3.76644
H 2.35348 0.03218 3.32779
H 3.55352 -3.45020 -0.68903
H 4.86584 -2.70168 -0.17647
H 4.87537 -0.22650 1.54356
H 5.95461 -0.00722 0.37015
H -4.49190 2.44740 -2.32315
H -3.53326 1.84916 -1.25894
H 1.89070 3.30549 -3.43230
H 2.86153 2.19204 -2.86345
H 3.72664 2.33603 2.16048
H 4.60277 1.64974 1.09923
H -2.13233 4.27834 -3.02150
H -1.04785 3.55568 -4.05878
H -0.83863 -3.78456 3.82768
H 0.54153 -3.40469 4.37686
H -1.19544 -5.48891 -2.55235
H -0.72030 -4.48306 -3.60518
H 1.51044 -4.42780 -1.71210
H 2.67738 -5.45884 -2.01852
H 1.28687 5.13387 0.79275
H 0.63253 6.27895 1.57138
H -4.84566 0.08980 0.85789
H -5.68336 -0.50693 -0.22780
H -2.14692 -5.25728 2.18303
H -0.77913 -4.92798 1.54935
H -3.78803 -3.83400 3.06152
H -3.13969 -2.48899 3.01976
H -4.80856 -0.20334 -2.65704
H -5.99521 -1.01755 -2.43559
H -3.89271 1.68827 4.82883
H -3.94523 0.15057 4.46365
H -2.38912 1.98883 -4.57280
H -2.29536 0.57521 -4.60548
*
```

Entry from the OMol25 dataset: the molecule C22H29N3O4 (ωB97M-V/def2-TZVPD).

Largest force on an atom, eV Å⁻¹: 0.9
HOMO level, Eh: -0.311
ΔE to the lowest compared entry with this formula, charge and spin, kcal/mol: 38.5
Kohn-Sham gap, eV: 9.011
Lowest unoccupied orbital energy, eV: 0.54

Geometry as ORCA input:
```
! wB97M-V def2-TZVPD RIJCOSX def2/J DEFGRID3
* xyz 0 1
C 3.14253 1.99215 -1.10453
H 2.87057 2.78963 -1.79042
H 2.79755 1.04590 -1.51693
H 2.64559 2.16286 -0.15161
C 4.65755 1.96142 -0.90104
N 5.00450 0.88865 0.00980
C 5.56533 -0.26175 -0.37812
O 5.94246 -0.51645 -1.50406
C 5.71679 -1.28367 0.76421
O 4.75283 -1.08876 1.78114
C 3.44140 -1.27109 1.45538
C 2.94967 -2.36727 0.83780
O 1.64734 -2.55381 0.57236
C 0.76843 -1.61484 0.94451
C 1.14209 -0.47526 1.56549
C 2.53304 -0.16724 1.82588
O 2.93957 0.90856 2.24101
H 0.40888 0.26991 1.83010
C -0.64343 -1.93563 0.53531
N -0.77914 -1.73015 -0.89997
C -1.92707 -2.39049 -1.49051
C -3.25192 -1.68518 -1.17957
N -3.17788 -0.31734 -1.65585
C -2.08783 0.38831 -1.01006
C -0.76984 -0.33667 -1.30807
H 0.05899 0.17800 -0.81889
H -0.60031 -0.32357 -2.38778
H -2.03784 1.40000 -1.41836
H -2.23353 0.46650 0.08253
C -4.45015 0.39364 -1.61011
C -5.00825 0.58057 -0.22035
C -5.83212 -0.38458 0.34736
C -6.28335 -0.25248 1.64880
C -5.91519 0.84848 2.40314
C -5.10240 1.82052 1.84536
C -4.65307 1.68665 0.54335
H -4.02710 2.45455 0.11073
H -4.81891 2.68686 2.42527
H -6.26574 0.95182 3.41942
H -6.92472 -1.01040 2.07480
H -6.12983 -1.24283 -0.23877
H -5.15566 -0.17514 -2.22263
H -4.28921 1.36668 -2.08287
H -4.06222 -2.19304 -1.70736
H -3.45794 -1.74006 -0.09515
H -1.96185 -3.42691 -1.14944
H -1.77440 -2.38382 -2.57305
H -1.33588 -1.33472 1.14315
H -0.82829 -2.99434 0.73399
H 3.55489 -3.19298 0.49256
H 5.69074 -2.29266 0.34074
H 6.68452 -1.13389 1.24978
H 4.68275 0.99243 0.96762
C 5.16543 3.28353 -0.33672
H 4.93597 4.09648 -1.01999
H 6.24187 3.24493 -0.19009
H 4.68803 3.48479 0.61997
H 5.15582 1.73323 -1.84922
*
```

Entry from the OMol25 dataset: the molecule C6H4O at a distorted geometry (ωB97M-V/def2-TZVPD).

Largest force on an atom, eV Å⁻¹: 1.3
HOMO level, Eh: -0.331
ΔE to the lowest compared entry with this formula, charge and spin, kcal/mol: 54.9
Kohn-Sham gap, eV: 9.059
Lowest unoccupied orbital energy, eV: 0.06

Geometry as ORCA input:
```
! wB97M-V def2-TZVPD RIJCOSX def2/J DEFGRID3
* xyz 0 1
C 3.08691 0.10969 0.28269
C 1.85782 0.10369 0.40657
C 0.47010 0.04194 0.33524
C -0.47934 1.00874 0.20896
C -1.68582 0.32823 -0.10130
C -1.36668 -0.99564 -0.15439
O -0.06958 -1.19459 0.12316
H 3.05577 -0.35264 -0.73327
H -0.29298 2.06849 0.31422
H -2.64955 0.77053 -0.29459
H -1.92664 -1.88844 -0.38728
*
```

Entry from the OMol25 dataset: a structure of composition C27H32BBrCaCl2INO12S at a distorted geometry (ωB97M-V/def2-TZVPD).

Largest force on an atom, eV Å⁻¹: 2.8
HOMO level, Eh: -0.501
Kohn-Sham gap, eV: 3.740
Lowest unoccupied orbital energy, eV: -9.90

Geometry as ORCA input:
```
! wB97M-V def2-TZVPD RIJCOSX def2/J DEFGRID3
* xyz 2 1
C 1.30755 -4.11159 0.06234
C 1.04183 -3.39850 -1.06989
C 1.82517 -2.05782 -1.31976
C 0.73481 -0.96136 -1.47710
C -0.11191 -0.88090 -2.68212
C 0.10318 -1.87438 -3.85873
C -1.15539 -2.73465 -4.22851
O -1.75087 -3.35046 -3.40120
I -1.75013 -2.78983 -6.33083
C -1.14064 0.14163 -2.82176
Br -2.26443 0.34343 -4.38515
C -1.33687 1.11657 -1.72231
C -2.42726 2.23405 -1.79209
C -3.68894 1.64743 -1.03563
O -4.62391 2.70004 -0.68186
C -5.76436 2.05711 -0.19762
C -7.19175 2.44572 -0.72128
O -5.69937 1.19177 0.63936
C -0.48824 1.01859 -0.55679
C 0.55792 -0.00816 -0.40586
C 1.40715 -0.01621 0.90367
O 1.77109 -1.03272 1.45558
C 1.72225 1.39470 1.48858
N 2.94039 1.72068 2.19020
C 2.83338 1.50452 3.66164
C 4.08568 1.01832 1.67087
C 4.37654 0.79301 0.15903
O 4.90742 0.60655 2.45994
C 0.75430 2.34847 1.34964
B 0.89399 3.86459 1.90423
O 1.42989 4.20307 3.14513
O 0.39692 4.89367 1.08822
C 1.24373 5.16778 -0.05536
C -0.59825 2.02857 0.62614
O -1.62390 2.52634 1.01127
H 2.34100 -4.18528 0.46744
H 0.42206 -4.65795 0.52714
H 0.29806 -3.70977 -1.84934
H 2.56773 -1.82891 -0.52434
H 2.40406 -2.19533 -2.26601
H 0.94210 -2.58587 -3.68227
H 0.38769 -1.25250 -4.75343
H -2.69024 2.50640 -2.83941
H -2.07041 3.17765 -1.29771
H -3.30191 1.16897 -0.10129
H -4.18817 0.86487 -1.66177
H -7.51332 1.81166 -1.58301
H -7.91735 2.31057 0.11952
H -7.15632 3.53591 -0.98992
H 3.58002 2.15630 4.18200
H 1.81475 1.86775 3.96471
H 2.89451 0.43775 3.97933
H 4.12506 -0.27813 -0.07438
H 3.87799 1.51585 -0.53128
H 5.47881 0.88812 -0.02514
H 2.17142 4.82735 3.06538
H 0.72401 5.96679 -0.64753
H 2.21744 5.61264 0.28070
H 1.36995 4.22174 -0.64105
Ca -0.29481 -5.16851 2.33887
C -2.81984 0.82022 3.40009
C -1.59666 1.56004 3.90677
O -1.60054 1.35068 5.32200
S -2.22815 -0.09732 5.64675
O -1.15401 -1.02398 5.82839
O -3.26834 0.06552 6.59451
O -2.88752 -0.37358 4.19479
H -3.73130 1.39618 3.57148
H -2.74432 0.57157 2.34287
H -1.62830 2.62261 3.67513
H -0.67545 1.12728 3.50349
Cl 2.68177 -4.22257 -3.51345
C 3.96294 -5.43745 -3.78336
C 3.47100 -6.84308 -3.53089
Cl 3.12690 -7.13164 -1.80261
H 4.80724 -5.18632 -3.14306
H 4.28179 -5.33703 -4.82081
H 4.23646 -7.56047 -3.82561
H 2.56523 -7.05871 -4.09575
*
```

Entry from the OMol25 dataset: the ion C5H15NP with charge +1 at a distorted geometry (ωB97M-V/def2-TZVPD).

Largest force on an atom, eV Å⁻¹: 6.8
HOMO level, Eh: -0.496
ΔE to the lowest compared entry with this formula, charge and spin, kcal/mol: 35.8
Kohn-Sham gap, eV: 10.143
Lowest unoccupied orbital energy, eV: -3.35

Geometry as ORCA input:
```
! wB97M-V def2-TZVPD RIJCOSX def2/J DEFGRID3
* xyz 1 1
C 0.30965 -1.19825 1.01101
C -0.44666 -1.31600 -1.40097
C 1.93232 1.36182 0.24944
C -1.14419 0.82466 0.19493
C 0.06515 -0.34357 -0.25407
N 1.23334 0.44091 -0.73787
P -2.73765 -0.11564 0.47687
H 0.48410 -0.53458 1.83074
H 1.02214 -1.94775 0.72372
H -0.64138 -1.77522 1.19887
H -1.21808 -0.87228 -2.05046
H -0.76316 -2.30316 -1.01065
H 0.28834 -1.45827 -2.21647
H 1.01469 1.65729 0.84179
H 2.71482 0.91884 0.89482
H 2.44814 2.24601 -0.30865
H -1.11480 1.50854 -0.57947
H -0.85246 1.35159 1.10962
H 1.00033 0.89080 -1.55040
H 2.09026 -0.21012 -1.06613
H -3.19780 1.17207 0.76368
H -2.48711 -0.29770 1.87967
*
```